# 1
{"formula": "C22H27BF24NO4", "method": "wB97M-V/def2-TZVPD", "lumo_energy_ev": -3.209, "total_charge": 1, "species": ["C", "C", "N", "C", "C", "C", "B", "C", "O", "C", "H", "H", "H", "H", "H", "H", "H", "H", "H", "H", "H", "H", "H", "H", "H", "C", "C", "C", "F", "F", "F", "F", "O", "C", "C", "F", "F", "F", "F", "H", "H", "H", "H", "C", "C", "C", "F", "F", "F", "F", "O", "C", "C", "F", "F", "F", "F", "H", "H", "H", "H", "C", "C", "C", "F", "F", "F", "F", "O", "C", "C", "F", "F", "F", "F", "H", "H", "H", "H"], "xyz": [[2.550, 4.011, -1.819], [1.659, 4.725, -2.771], [0.740, 4.103, -3.798], [0.665, 2.577, -3.905], [-0.916, 2.086, -3.667], [-1.444, 3.449, -2.925], [-3.021, 3.608, -2.490], [-3.571, 5.083, -2.016], [-3.841, 2.351, -2.518], [-0.721, 4.596, -3.857], [2.880, 2.905, -2.067], [3.009, 4.503, -0.834], [1.684, 5.914, -2.740], [1.106, 4.438, -4.738], [0.881, 2.175, -5.001], [1.237, 1.923, -3.121], [-0.937, 1.205, -2.868], [-1.500, 1.687, -4.626], [-0.791, 3.466, -1.941], [-4.356, 5.549, -2.747], [-3.960, 4.987, -0.895], [-2.633, 5.818, -1.955], [-3.322, 1.728, -1.917], [-0.688, 5.679, -3.371], [-1.160, 4.809, -4.935], [5.747, 0.644, -5.472], [4.570, 1.090, -4.590], [4.658, 0.666, -3.129], [4.721, -0.674, -2.976], [3.556, 1.076, -2.443], [3.407, 0.673, -5.158], [4.530, 2.460, -4.633], [5.560, -0.560, -6.223], [5.800, -1.770, -5.508], [4.532, -2.610, -5.303], [3.553, -1.903, -4.682], [4.782, -3.693, -4.519], [6.436, -1.477, -4.347], [6.696, -2.473, -6.254], [5.871, 1.420, -6.237], [6.700, 0.642, -4.929], [5.532, 1.112, -2.640], [4.136, -2.961, -6.259], [-3.394, -1.547, 2.940], [-3.147, -0.200, 3.636], [-4.011, 0.953, 3.141], [-3.844, 1.204, 1.824], [-3.692, 2.106, 3.791], [-1.824, 0.103, 3.559], [-3.406, -0.381, 4.970], [-2.515, -1.877, 1.859], [-2.856, -1.305, 0.598], [-1.830, -0.276, 0.107], [-1.632, 0.714, 1.015], [-2.249, 0.328, -1.037], [-4.116, -0.808, 0.666], [-2.915, -2.345, -0.278], [-3.198, -2.323, 3.691], [-4.447, -1.691, 2.669], [-5.074, 0.759, 3.323], [-0.864, -0.749, -0.088], [-0.442, -5.098, 7.919], [-1.886, -4.643, 8.178], [-2.900, -5.075, 7.126], [-2.604, -4.612, 5.892], [-4.138, -4.593, 7.426], [-1.901, -3.295, 8.357], [-2.269, -5.178, 9.381], [0.419, -4.153, 7.275], [0.313, -4.100, 5.853], [-0.258, -2.771, 5.342], [-1.465, -2.493, 5.897], [-0.450, -2.805, 3.996], [-0.385, -5.179, 5.423], [1.579, -4.265, 5.380], [0.016, -5.249, 8.904], [-0.394, -6.085, 7.442], [-2.979, -6.167, 7.076], [0.415, -1.941, 5.572]], "atomic_forces_ev_per_a": [[-2.2042, 0.9311, -2.9665], [3.0687, -0.2630, 4.4303], [1.1999, 0.0277, -2.6607], [-1.4463, -4.0781, -0.9499], [0.2104, 0.4098, 1.3413], [1.4224, -0.2543, -0.7686], [-1.2780, -1.3313, -0.2598], [0.8353, 0.3065, 0.5092], [2.9262, 2.4945, 1.6807], [-1.4915, 1.7768, 2.2285], [-1.1902, 2.4407, 0.9393], [-0.9917, -0.6984, -2.8584], [-0.7135, -2.8686, -0.1365], [-0.0979, -0.6494, 1.3448], [0.2765, 1.3954, 2.4055], [-0.4913, 2.0870, -1.5840], [0.1615, 1.9024, -1.8829], [1.3643, 1.3657, 2.0219], [-1.3077, 0.1558, -1.5657], [1.2689, -0.8979, 1.6233], [0.4281, 0.2835, -2.5280], [-2.1006, -1.4161, -0.1911], [-1.0449, 0.6715, -1.3931], [-0.2302, -2.3696, -0.7903], [1.3240, -1.1926, 2.0206], [0.6639, 0.3004, -0.8897], [-0.2389, -0.3747, -1.0433], [0.3701, -0.4047, 0.8136], [-0.2486, 0.8610, 0.2270], [-0.3323, 0.1294, -0.1204], [0.0994, 0.1191, 0.3813], [0.1537, -0.1237, 0.4519], [-0.2839, -0.8731, 1.5902], [1.5227, 1.2985, -0.6971], [-0.7539, -0.7188, 0.1805], [0.2290, -0.1144, -0.4377], [0.3471, 0.4935, -0.3149], [-0.1206, -0.7303, -0.4944], [-0.9112, 0.0982, 0.3645], [-0.2918, -0.1851, 0.1312], [-0.3815, -0.1037, 0.1085], [-0.0204, 0.0360, -0.2111], [0.2302, 0.1152, -0.0705], [-0.1544, -1.0823, 0.4803], [0.8670, -0.5795, 0.2511], [-0.5766, 1.0266, 0.4250], [-0.0889, 0.2476, 0.3346], [0.1304, -0.3672, 0.0728], [-0.3167, 0.1682, -0.0770], [-0.3880, 0.2294, -0.5978], [-0.4122, 1.6249, -1.4203], [-1.1772, -1.8145, 1.5679], [0.7580, 0.3960, 0.6001], [0.1317, -0.5678, -0.5116], [-0.2582, -0.1978, -0.2224], [0.6501, -0.1760, -0.8341], [0.4832, 0.7787, 0.1017], [0.2098, 0.3043, -0.1202], [0.2650, 0.3135, -0.0194], [0.1358, -0.1873, 0.0251], [-0.1706, -0.1914, 0.0091], [0.8195, -0.4380, 0.6589], [0.5746, 0.8340, 0.5276], [-1.1808, -0.3026, -0.1874], [-0.3878, -0.1263, 0.2602], [0.3292, -0.0031, 0.2352], [-0.1686, -0.3888, -0.2102], [-0.0522, -0.2471, -0.6019], [-1.0208, 0.1350, -1.7105], [0.7387, -1.6036, 1.4666], [-0.4304, 0.8347, -0.1196], [0.6564, 0.0135, -0.1081], [0.2409, -0.3586, 0.2149], [0.6001, 0.6259, -0.4582], [-0.6137, 0.5676, 0.0121], [-0.2002, 0.2851, -0.1641], [-0.2344, 0.3302, -0.0498], [0.1807, 0.0674, 0.1181], [0.1295, -0.2022, 0.0721]], "mulliken_charge": [-0.4516, 0.0365, 0.2211, -0.2315, -0.4358, 0.1713, 0.3039, -0.8125, -0.5750, -0.6096, -0.0217, 0.2952, 0.3341, 0.4648, 0.1288, 0.0592, 0.1061, 0.2751, 0.1190, 0.2893, 0.2581, 0.2313, 0.3827, 0.3308, 0.2472, -0.8171, 1.1117, -0.0235, -0.2097, -0.3245, -0.2883, -0.3569, -0.4061, 0.7268, 0.1902, -0.1929, -0.2520, -0.2640, -0.2856, 0.4243, 0.3573, 0.3056, 0.2480, -0.7101, 1.0487, -0.0183, -0.1933, -0.2898, -0.2954, -0.3316, -0.3506, 0.7241, 0.2130, -0.2100, -0.2877, -0.2686, -0.2991, 0.3124, 0.3854, 0.2884, 0.2260, -0.6776, 0.8688, 0.0791, -0.1653, -0.2824, -0.2604, -0.3288, -0.4105, 0.7188, 0.2650, -0.1998, -0.2762, -0.2598, -0.2987, 0.4126, 0.3279, 0.2537, 0.2299]}

# 2
{"formula": "C5H13NO2", "method": "wB97M-V/def2-TZVPD", "relative_energy_kcal_mol": 57.1, "lumo_energy_ev": 0.692, "smiles": "[H]/N=C\\C.C=C(C)O.O", "species": ["H", "N", "C", "C", "H", "H", "H", "H", "C", "C", "C", "O", "H", "H", "H", "H", "H", "H", "O", "H", "H"], "xyz": [[-0.204, -1.136, -0.351], [-1.197, -1.396, -0.313], [-1.438, -2.268, 0.558], [-0.461, -2.924, 1.486], [-2.478, -2.586, 0.668], [-0.745, -2.727, 2.521], [0.545, -2.546, 1.310], [-0.478, -4.007, 1.344], [0.054, 1.985, 0.689], [0.375, 2.147, -0.623], [-0.394, 1.548, -1.753], [1.544, 2.759, -0.927], [0.544, 2.604, 1.425], [-0.942, 1.658, 0.934], [-1.195, 0.914, -1.387], [-0.817, 2.352, -2.363], [0.258, 0.941, -2.383], [1.721, 2.678, -1.873], [1.619, -0.273, 0.172], [2.577, -0.321, 0.251], [1.113, 0.600, 0.616]], "atomic_forces_ev_per_a": [[-0.1049, -0.2516, 0.1787], [0.0947, 0.5239, -0.5155], [-0.0703, -0.2696, 0.3393], [0.0704, 0.0410, -0.0850], [-0.0508, -0.0339, -0.0002], [-0.0034, -0.0244, 0.0347], [0.0354, 0.0006, 0.0219], [0.0034, -0.0017, 0.0239], [-0.5042, 1.3566, -0.9082], [0.0807, -0.5445, 0.9594], [-0.0397, 0.2683, 0.0010], [-0.2133, 0.1049, -0.1508], [0.3592, -0.1433, 0.1334], [-0.0495, -0.3880, -0.0231], [-0.0299, -0.0145, 0.0194], [0.0038, -0.0457, -0.0344], [0.0749, -0.0251, -0.0054], [-0.0375, -0.0165, 0.1036], [-1.5302, 1.4064, 0.8917], [-0.1907, 0.5481, 0.3517], [2.1018, -2.4910, -1.3357]], "mulliken_charge": [0.1784, -0.5398, 0.0893, -0.8892, 0.3659, 0.2582, 0.2419, 0.2886, -1.0830, 0.8793, -1.4331, -0.5098, 0.3444, 0.3277, 0.3387, 0.4333, 0.4065, 0.3268, -0.7104, 0.2384, 0.4482]}

For each record above, in turn, the calculated HOMO values are -13.06; -9.13 eV.